{
  "formula": "C21H35BO10S3",
  "method": "ωB97M-V/def2-TZVPD",
  "species": ["O", "S", "O", "C", "C", "C", "O", "B", "O", "O", "C", "C", "C", "C", "C", "C", "C", "C", "C", "C", "O", "H", "H", "H", "H", "H", "H", "H", "H", "H", "H", "H", "H", "H", "H", "H", "H", "H", "H", "H", "O", "S", "O", "C", "C", "C", "C", "H", "H", "H", "H", "H", "H", "H", "H", "O", "S", "O", "C", "C", "C", "C", "H", "H", "H", "H", "H", "H", "H", "H"],
  "coordinates": [[-0.65, 2.18, -2.88], [0.33, 1.21, -2.38], [1.69, 1.72, -2.60], [0.08, -0.45, -3.08], [-1.19, -1.13, -2.40], [-1.23, -0.90, -0.81], [-2.30, 0.05, -0.59], [-3.27, -0.44, 0.30], [-3.64, 0.42, 1.37], [-3.93, -1.69, 0.20], [0.11, -0.26, -0.30], [0.18, -0.16, 1.28], [0.83, -1.42, 1.94], [0.99, -1.31, 3.53], [0.65, 0.12, 4.08], [1.64, 1.20, 3.97], [1.39, 2.56, 4.41], [0.08, 2.89, 4.99], [-0.87, 1.80, 5.12], [-0.64, 0.44, 4.68], [0.11, 1.12, -0.76], [1.02, -1.05, -2.92], [-0.05, -0.31, -4.18], [-1.18, -2.20, -2.68], [-2.07, -0.62, -2.87], [-1.46, -1.89, -0.34], [-2.88, 0.55, 1.96], [-4.65, -1.55, -0.45], [1.04, -0.81, -0.61], [0.86, 0.72, 1.47], [-0.82, 0.02, 1.73], [1.85, -1.63, 1.53], [0.23, -2.37, 1.77], [0.27, -2.02, 4.03], [2.05, -1.56, 3.81], [2.64, 1.00, 3.52], [2.17, 3.35, 4.32], [-0.19, 3.92, 5.32], [-1.87, 2.03, 5.56], [-1.38, -0.39, 4.78], [1.64, -5.18, -0.33], [0.95, -4.73, -1.52], [0.48, -3.38, -1.67], [1.95, -5.15, -2.94], [1.50, -6.56, -3.32], [-0.02, -6.55, -3.20], [-0.38, -5.87, -1.88], [3.01, -5.09, -2.68], [1.72, -4.44, -3.74], [1.83, -6.83, -4.32], [1.92, -7.29, -2.62], [-0.45, -5.98, -4.04], [-0.44, -7.56, -3.25], [-1.32, -5.32, -1.95], [-0.44, -6.59, -1.06], [2.30, 5.54, 0.68], [0.95, 5.04, 0.63], [0.44, 4.11, 1.62], [-0.17, 6.42, 0.52], [-0.30, 6.68, -0.98], [-0.44, 5.29, -1.62], [0.64, 4.39, -1.01], [0.24, 7.27, 1.06], [-1.12, 6.12, 0.95], [-1.16, 7.31, -1.20], [0.59, 7.17, -1.36], [-1.43, 4.88, -1.40], [-0.34, 5.34, -2.71], [0.30, 3.36, -0.94], [1.57, 4.44, -1.57]],
  "smiles": "O=S1(=O)CC[C@H](OB(O)O)[C@H](CCCc2ccccc2)O1.O=S1(=O)CCCC1.O=S1(=O)CCCC1",
  "charge": 0,
  "orbital_gap_ha": 0.3180
}

{
  "formula": "C21H35BrCl18N3O3",
  "method": "ωB97M-V/def2-TZVPD",
  "species": ["C", "C", "O", "C", "C", "C", "C", "C", "C", "N", "C", "N", "N", "C", "C", "C", "C", "O", "C", "O", "C", "Br", "H", "H", "H", "H", "H", "H", "H", "H", "H", "H", "H", "H", "H", "H", "H", "H", "H", "H", "H", "H", "H", "H", "H", "H", "H", "H", "H", "H", "H", "C", "Cl", "Cl", "Cl", "H", "C", "Cl", "Cl", "Cl", "H", "C", "Cl", "Cl", "Cl", "H", "C", "Cl", "Cl", "Cl", "H", "C", "Cl", "Cl", "Cl", "H", "C", "Cl", "Cl", "Cl", "H"],
  "coordinates": [[1.80, -1.32, -0.29], [2.55, -0.50, -1.47], [1.51, 0.00, -2.33], [1.99, 0.95, -3.31], [2.09, 2.46, -2.79], [0.97, 2.88, -1.74], [-0.07, 3.98, -2.31], [-1.18, 4.29, -1.20], [-2.59, 3.59, -1.46], [-2.82, 2.88, -2.78], [-2.41, 1.51, -2.42], [-1.54, 0.69, -2.96], [-3.14, 1.15, -1.20], [-4.57, 0.74, -1.34], [-4.86, -0.37, -2.47], [-5.35, -1.78, -1.90], [-4.16, -2.67, -1.26], [-2.84, -2.28, -1.72], [-2.16, -3.35, -2.37], [-0.94, -3.52, -2.22], [-3.13, 2.46, -0.45], [-2.28, 2.24, 1.33], [1.35, -2.29, -0.71], [0.95, -0.63, 0.07], [2.52, -1.56, 0.56], [3.22, 0.31, -1.01], [3.23, -1.25, -1.99], [1.22, 0.95, -4.17], [2.97, 0.58, -3.79], [2.02, 3.14, -3.72], [3.15, 2.65, -2.36], [1.51, 3.40, -0.87], [0.40, 2.01, -1.27], [-0.48, 3.70, -3.33], [0.56, 4.93, -2.47], [-1.36, 5.43, -1.24], [-0.72, 4.09, -0.18], [-3.31, 4.48, -1.58], [-3.84, 2.92, -2.87], [-1.12, -0.04, -2.34], [-1.25, 0.66, -3.94], [-4.91, 0.30, -0.33], [-5.28, 1.63, -1.55], [-3.99, -0.57, -3.17], [-5.71, 0.04, -3.13], [-6.26, -1.68, -1.20], [-5.75, -2.37, -2.81], [-4.14, -2.61, -0.12], [-4.35, -3.75, -1.60], [-2.75, -4.06, -3.03], [-4.16, 2.88, -0.16], [3.94, -1.32, 3.71], [4.76, -1.09, 5.26], [2.47, -0.33, 3.63], [5.03, -0.94, 2.37], [3.65, -2.37, 3.63], [3.22, 1.65, 7.45], [2.26, 1.75, 8.93], [2.98, 3.10, 6.46], [4.94, 1.44, 7.83], [2.89, 0.79, 6.88], [-2.16, -6.92, -4.26], [-3.75, -6.14, -4.18], [-2.25, -8.58, -3.66], [-1.54, -6.89, -5.91], [-1.47, -6.37, -3.62], [7.24, -2.85, 7.76], [6.19, -3.60, 6.55], [8.87, -2.62, 7.11], [6.56, -1.30, 8.28], [7.30, -3.51, 8.62], [3.44, 4.22, 1.96], [1.87, 5.04, 1.99], [3.29, 2.57, 2.58], [4.10, 4.21, 0.32], [4.13, 4.76, 2.60], [-1.75, -2.49, 2.07], [-2.68, -2.41, 3.57], [-1.99, -1.02, 1.11], [-0.03, -2.73, 2.42], [-2.11, -3.34, 1.49]],
  "charge": 1,
  "orbital_gap_ha": 0.2903
}

{
  "formula": "C21H35ClFIN5O2",
  "method": "ωB97M-V/def2-TZVPD",
  "species": ["C", "C", "O", "N", "C", "C", "I", "C", "Cl", "C", "N", "C", "C", "O", "C", "F", "H", "H", "H", "H", "H", "H", "H", "H", "H", "H", "H", "H", "H", "H", "C", "C", "C", "C", "N", "H", "H", "H", "H", "H", "H", "H", "C", "C", "C", "C", "N", "H", "H", "H", "H", "H", "H", "H", "C", "C", "C", "C", "N", "H", "H", "H", "H", "H", "H", "H"],
  "coordinates": [[0.88, -3.54, 1.06], [1.68, -2.43, 0.44], [2.80, -2.18, 0.77], [1.10, -1.67, -0.66], [1.25, -2.47, -1.90], [-0.15, -1.03, -0.41], [0.08, 0.08, 1.45], [-0.57, 0.10, -1.40], [-0.80, -0.26, -3.13], [-1.98, 0.33, -0.95], [-2.49, -0.70, -0.37], [-3.85, -0.77, 0.20], [-4.51, -2.11, -0.03], [-3.93, -3.03, 0.89], [-1.49, -1.81, -0.25], [-1.72, -2.66, -1.31], [1.54, -4.14, 1.69], [0.09, -3.13, 1.70], [0.42, -4.18, 0.30], [0.56, -3.32, -1.97], [1.17, -1.83, -2.77], [2.27, -2.86, -1.90], [0.03, 1.00, -1.28], [-2.56, 1.25, -1.08], [-4.44, 0.04, -0.25], [-3.75, -0.57, 1.28], [-4.35, -2.43, -1.07], [-5.59, -1.99, 0.12], [-4.21, -3.93, 0.67], [-1.64, -2.34, 0.68], [4.90, 0.39, -4.98], [3.92, 0.58, -6.13], [2.46, 0.31, -5.73], [2.25, -1.08, -5.32], [2.12, -2.17, -5.01], [4.89, -0.64, -4.62], [5.91, 0.62, -5.30], [4.65, 1.05, -4.14], [4.19, -0.08, -6.96], [3.98, 1.60, -6.51], [1.79, 0.53, -6.56], [2.18, 0.96, -4.90], [-5.82, 2.30, 3.77], [-4.49, 1.62, 3.48], [-3.57, 2.46, 2.59], [-4.09, 2.63, 1.24], [-4.40, 2.66, 0.13], [-6.38, 2.48, 2.85], [-6.43, 1.69, 4.43], [-5.66, 3.26, 4.26], [-4.67, 0.65, 3.00], [-3.96, 1.41, 4.41], [-2.59, 1.99, 2.47], [-3.38, 3.43, 3.06], [4.90, 2.90, 2.99], [4.44, 1.71, 3.82], [3.15, 1.08, 3.28], [2.02, 2.00, 3.33], [1.13, 2.73, 3.38], [4.17, 3.70, 3.00], [5.84, 3.30, 3.38], [5.07, 2.61, 1.95], [4.28, 2.02, 4.86], [5.21, 0.94, 3.84], [2.89, 0.19, 3.86], [3.29, 0.76, 2.25]],
  "charge": 1,
  "orbital_gap_ha": 0.3038
}

{
  "formula": "C21H35F7N4O5PS",
  "method": "ωB97M-V/def2-TZVPD",
  "species": ["O", "P", "O", "O", "C", "C", "C", "N", "C", "C", "S", "O", "O", "C", "F", "F", "C", "F", "F", "C", "F", "F", "F", "C", "H", "H", "H", "H", "H", "H", "H", "H", "H", "H", "H", "H", "H", "H", "C", "C", "C", "C", "N", "H", "H", "H", "H", "H", "H", "H", "C", "C", "C", "C", "N", "H", "H", "H", "H", "H", "H", "H", "C", "C", "C", "C", "N", "H", "H", "H", "H", "H", "H", "H"],
  "coordinates": [[2.49, 5.04, 1.91], [2.34, 3.61, 1.57], [2.57, 2.58, 2.76], [3.39, 3.05, 0.50], [0.73, 3.28, 0.83], [0.44, 1.90, 0.21], [-1.09, 1.85, 0.02], [-1.59, 0.50, -0.45], [-1.08, -0.61, 0.41], [0.45, -0.58, 0.28], [0.99, -2.16, 0.93], [0.48, -2.22, 2.28], [0.67, -3.16, -0.05], [2.86, -2.14, 1.13], [3.11, -3.39, 1.52], [3.16, -1.29, 2.12], [3.68, -1.83, -0.17], [3.85, -2.98, -0.83], [2.97, -0.99, -0.96], [5.06, -1.19, 0.09], [5.71, -1.09, -1.05], [4.91, 0.02, 0.62], [5.76, -1.94, 0.93], [0.98, 0.67, 0.96], [1.76, 2.42, 3.26], [3.72, 3.81, -0.01], [0.68, 4.01, 0.01], [-0.06, 3.57, 1.52], [0.89, 1.88, -0.80], [-1.39, 2.57, -0.74], [-1.62, 2.08, 0.94], [-2.62, 0.48, -0.42], [-1.30, 0.32, -1.41], [-1.51, -1.56, 0.09], [-1.37, -0.38, 1.44], [0.70, -0.55, -0.78], [2.07, 0.71, 0.96], [0.65, 0.69, 2.00], [3.25, -5.95, -2.17], [2.00, -6.81, -2.25], [1.53, -7.04, -3.69], [1.13, -5.79, -4.32], [0.78, -4.79, -4.78], [3.08, -4.96, -2.60], [3.56, -5.82, -1.14], [4.08, -6.41, -2.71], [1.19, -6.34, -1.69], [2.18, -7.78, -1.79], [0.69, -7.73, -3.72], [2.33, -7.49, -4.29], [-5.20, -3.65, -1.24], [-5.82, -2.41, -1.88], [-4.87, -1.21, -1.88], [-4.56, -0.76, -0.52], [-4.29, -0.41, 0.55], [-4.98, -3.48, -0.18], [-5.89, -4.49, -1.30], [-4.28, -3.94, -1.74], [-6.74, -2.14, -1.37], [-6.08, -2.62, -2.92], [-5.31, -0.36, -2.42], [-3.94, -1.47, -2.38], [-2.51, 7.92, 2.94], [-1.31, 7.07, 3.31], [-0.31, 6.91, 2.16], [-0.88, 6.20, 1.03], [-1.34, 5.63, 0.14], [-3.09, 7.46, 2.14], [-3.18, 8.04, 3.80], [-2.21, 8.91, 2.61], [-1.64, 6.08, 3.64], [-0.77, 7.52, 4.15], [0.59, 6.37, 2.47], [0.03, 7.89, 1.81]],
  "charge": 1,
  "orbital_gap_ha": 0.3791
}

{
  "formula": "C21H35FOsP2",
  "method": "ωB97M-V/def2-TZVPD",
  "species": ["P", "P", "C", "C", "H", "H", "H", "H", "C", "H", "H", "H", "C", "H", "H", "H", "C", "H", "H", "H", "C", "H", "H", "H", "Os", "C", "C", "C", "C", "C", "C", "C", "C", "C", "H", "H", "H", "H", "H", "H", "H", "H", "H", "H", "H", "H", "H", "H", "H", "F", "C", "C", "C", "C", "C", "C", "H", "H", "H", "H"],
  "coordinates": [[-0.36, 0.66, 2.36], [-0.39, -1.90, -1.55], [-0.54, 1.06, 0.12], [-1.13, 0.02, -0.88], [0.63, 1.13, -0.01], [-1.17, 1.91, 0.24], [-2.20, -0.19, -0.74], [-0.96, 0.37, -1.89], [1.28, -2.45, -1.89], [1.17, -3.43, -2.36], [1.88, -2.53, -0.98], [1.79, -1.79, -2.60], [-1.57, -2.16, -2.84], [-1.12, -1.85, -3.79], [-2.48, -1.59, -2.64], [-1.79, -3.23, -2.84], [0.96, 1.10, 3.51], [0.59, 0.94, 4.54], [1.27, 2.15, 3.38], [1.80, 0.41, 3.36], [-1.78, 1.76, 2.62], [-2.69, 1.24, 2.34], [-1.66, 2.72, 2.08], [-1.85, 1.99, 3.69], [0.25, -0.61, 0.43], [0.76, 1.89, -2.26], [1.77, 1.09, -1.83], [3.12, 1.68, -1.53], [3.05, 2.83, -0.51], [1.95, 2.63, 0.51], [0.73, 3.26, 0.37], [0.27, 4.01, -0.85], [0.70, 3.38, -2.20], [-0.93, -0.98, 2.76], [-0.05, 1.50, -2.90], [1.75, 0.01, -2.01], [3.62, 2.05, -2.44], [3.75, 0.89, -1.09], [4.00, 2.86, 0.03], [3.01, 3.79, -1.05], [2.24, 2.19, 1.47], [0.18, 3.53, 1.26], [0.56, 5.07, -0.86], [-0.83, 4.04, -0.84], [-0.06, 3.72, -2.93], [1.64, 3.83, -2.53], [-2.00, -1.07, 2.65], [-0.62, -1.11, 3.83], [-0.41, -1.85, 2.19], [-2.59, -6.30, 1.37], [-2.07, -5.08, 1.00], [-2.91, -4.05, 0.59], [-2.42, -2.85, 0.12], [-0.98, -2.69, -0.01], [-0.16, -3.68, 0.59], [-0.69, -4.88, 1.07], [-3.99, -4.23, 0.60], [-3.16, -2.12, -0.30], [0.91, -3.45, 0.67], [-0.06, -5.67, 1.42]],
  "charge": 2,
  "spin_multiplicity": 5,
  "orbital_gap_ha": [0.2145, 0.2256],
  "s2": 6.05
}

{
  "formula": "C21H35N2O9PS3",
  "method": "ωB97M-V/def2-TZVPD",
  "species": ["C", "C", "O", "N", "C", "C", "C", "C", "O", "C", "C", "P", "N", "C", "O", "H", "H", "H", "H", "H", "H", "H", "H", "H", "H", "H", "O", "S", "O", "C", "C", "C", "C", "H", "H", "H", "H", "H", "H", "H", "H", "O", "S", "O", "C", "C", "C", "C", "H", "H", "H", "H", "H", "H", "H", "H", "O", "S", "O", "C", "C", "C", "C", "H", "H", "H", "H", "H", "H", "H", "H"],
  "coordinates": [[0.86, -1.49, 1.30], [0.95, -2.52, 0.22], [1.98, -2.84, -0.31], [-0.29, -3.20, -0.16], [-0.48, -4.36, 0.75], [-1.35, -2.32, -0.32], [-1.21, -1.12, -0.92], [-2.33, -0.20, -1.02], [-2.44, 0.63, -1.91], [-3.33, -0.32, 0.08], [-3.53, -1.51, 0.63], [-4.73, -1.81, 1.93], [-6.09, -2.44, 1.48], [-2.74, -2.68, 0.12], [-3.20, -3.79, 0.04], [0.47, -0.57, 0.89], [1.84, -1.31, 1.71], [0.14, -1.80, 2.07], [0.51, -4.69, 1.08], [-1.05, -4.10, 1.64], [-0.94, -5.18, 0.22], [-0.26, -0.80, -1.34], [-3.87, 0.57, 0.40], [-4.85, -0.51, 2.44], [-4.00, -2.54, 2.88], [-6.29, -3.32, 1.95], [2.98, -3.29, 3.15], [3.74, -4.44, 2.73], [3.08, -5.70, 2.49], [4.73, -3.99, 1.31], [6.03, -3.48, 1.91], [6.39, -4.45, 3.04], [5.12, -4.68, 3.87], [4.18, -3.26, 0.72], [4.88, -4.90, 0.72], [6.82, -3.42, 1.16], [5.88, -2.47, 2.31], [6.73, -5.40, 2.62], [7.20, -4.06, 3.67], [5.05, -5.68, 4.28], [5.01, -3.94, 4.66], [-4.86, 6.38, -1.12], [-4.04, 6.33, -2.30], [-3.63, 7.54, -2.96], [-2.62, 5.30, -1.95], [-3.07, 3.89, -2.32], [-3.84, 4.02, -3.64], [-4.81, 5.20, -3.49], [-2.34, 5.42, -0.91], [-1.81, 5.64, -2.60], [-2.23, 3.21, -2.41], [-3.73, 3.49, -1.54], [-3.14, 4.22, -4.45], [-4.38, 3.11, -3.88], [-4.96, 5.75, -4.41], [-5.76, 4.90, -3.07], [1.73, 0.44, -1.32], [1.78, 1.51, -0.35], [2.00, 1.23, 1.04], [2.94, 2.76, -0.89], [2.09, 3.71, -1.75], [0.78, 3.90, -0.98], [0.29, 2.51, -0.54], [3.75, 2.28, -1.43], [3.32, 3.25, 0.00], [2.61, 4.65, -1.91], [1.90, 3.25, -2.72], [0.95, 4.53, -0.11], [0.02, 4.39, -1.60], [-0.23, 2.53, 0.42], [-0.33, 2.03, -1.29]],
  "smiles": "CC(=O)N(C)C1=CC(=O)C=C([PH2]=N)C1=O.O=S1(=O)CCCC1.O=S1(=O)CCCC1.O=S1(=O)CCCC1",
  "charge": 0,
  "orbital_gap_ha": 0.2735
}

no.,DFT total energy (a.u.)
1,-2793.0372
2,-12068.2011
3,-2102.9086
4,-2854.8757
5,-1693.4165
6,-3143.6635